1.
The following is a quantum chemistry calculation of a structure of composition C19H37ClSi4TeTi, from the Open Molecules 2025 dataset.

M = 588.77 g/mol
2S+1 = 2
charge = -1
orbital gap (spin up / spin down) = 4.5031 / 4.7149 eV
max |F| = 5.31 eV/Å

Each line ends with the Mulliken charge.
Geometry (Å):
C -2.838 -0.943 -0.069  -0.34
C -1.786 -1.112 -1.095  -0.57
C -1.433 0.165 -1.610  0.26
H -1.511 -2.024 -1.676  0.39
C -1.987 1.128 -0.735  -0.71
C -2.948 0.477 0.147  -0.57
H -3.596 1.006 0.867  0.43
H -3.403 -1.784 0.402  0.51
H -0.893 0.351 -2.561  0.43
H -1.944 2.204 -1.016  0.37
Ti -1.266 -0.472 1.128  0.36
Cl 0.011 -2.640 1.173  -0.57
C 2.991 0.175 0.036  -0.41
C 2.508 1.402 -0.524  -0.62
C 1.941 1.132 -1.808  -0.63
H 2.528 2.373 -0.044  0.41
C 2.057 -0.286 -2.051  -0.49
C 2.721 -0.861 -0.920  -0.69
H 2.888 -1.950 -0.762  0.30
H 3.468 0.035 0.988  0.44
H 1.386 1.826 -2.467  0.43
H 1.610 -0.809 -2.918  0.44
C -3.443 0.185 4.391  -0.41
Si -1.979 -0.826 5.021  0.31
C -2.037 -1.049 6.902  -1.02
C -1.952 -2.514 4.207  -0.68
Si -0.014 0.389 4.781  0.08
Te -0.337 1.708 2.530  -0.52
Si -0.041 2.447 5.882  0.29
C -0.029 2.013 7.708  -0.95
C 1.500 3.447 5.437  -0.94
C -1.623 3.393 5.461  -0.94
Si 1.979 -0.803 5.100  0.52
C 1.927 -1.069 6.981  -1.02
C 2.047 -2.478 4.267  -0.85
C 3.439 0.275 4.592  -1.00
H -4.361 -0.397 4.576  0.35
H -3.377 0.390 3.311  -0.20
H -3.541 1.139 4.926  0.22
H -2.931 -1.655 7.131  0.40
H -1.142 -1.577 7.269  0.23
H -2.129 -0.083 7.421  0.17
H -1.973 -2.439 3.108  0.14
H -1.060 -3.089 4.491  0.17
H -2.843 -3.082 4.520  0.36
H 0.891 1.487 7.991  0.25
H -0.074 2.957 8.271  0.40
H -0.891 1.398 7.991  0.19
H 1.589 3.622 4.353  0.27
H 1.445 4.428 5.939  0.36
H 2.412 2.944 5.791  0.25
H -1.735 3.574 4.380  0.30
H -2.510 2.855 5.826  0.22
H -1.593 4.370 5.972  0.37
H 1.013 -1.607 7.282  0.20
H 2.809 -1.677 7.252  0.41
H 1.983 -0.114 7.524  0.19
H 2.188 -2.370 3.183  0.17
H 2.899 -3.054 4.661  0.38
H 1.135 -3.064 4.445  0.26
H 3.360 0.578 3.535  0.23
H 3.513 1.179 5.214  0.28
H 4.371 -0.302 4.721  0.39

2.
The following is a quantum chemistry calculation of a structure of composition C2H5O2Pr, from the Open Molecules 2025 dataset.

M = 201.97 g/mol
2S+1 = 3
charge = +2
orbital gap (spin up / spin down) = 6.2596 / 8.6626 eV
max |F| = 3.60 eV/Å

Each line ends with the Mulliken charge.
Geometry (Å):
O -0.316 0.367 1.176  -0.46
Pr 1.933 0.696 1.385  1.99
C -1.330 -0.708 1.233  -0.55
O 1.558 -0.307 -1.384  -0.43
C 1.151 0.668 -1.980  -0.12
H -1.044 -1.754 1.021  0.32
H -1.683 -0.720 2.283  0.31
H -2.209 -0.519 0.592  0.28
H 1.734 1.091 -2.823  0.32
H 0.206 1.186 -1.503  0.33

3.
The following is a quantum chemistry calculation of a structure of composition C37H79HgN2O15S6, from the Open Molecules 2025 dataset.

M = 1185.03 g/mol
charge = +1
orbital gap = 4.5685 eV
energy above the lowest of the compared OMol25 structures with the same formula, charge and spin = 443.41 kJ/mol
max |F| = 5.39 eV/Å

Each line ends with the Mulliken charge.
Geometry (Å):
Hg 4.454 0.680 1.249  1.40
O 0.314 0.678 0.284  1.59
C 1.633 0.747 0.380  1.18
O 2.284 -0.284 0.484  -0.47
O 2.317 1.761 0.487  -1.15
H 0.175 -0.271 0.261  -0.90
C -1.686 0.931 -5.918  -1.44
C -1.646 1.193 -4.359  0.42
N -2.678 0.438 -3.754  0.06
C -2.306 0.318 -2.324  0.60
C -1.309 -0.815 -2.130  -0.05
C -3.931 1.139 -3.903  -0.74
C -4.224 2.342 -3.015  -0.66
H -2.660 1.219 -6.313  0.27
H -1.520 -0.104 -6.216  0.37
H -0.894 1.511 -6.391  0.43
H -0.677 0.803 -4.047  -0.06
H -1.700 2.253 -4.112  0.16
H -1.990 1.276 -1.910  -0.26
H -3.216 0.041 -1.791  0.36
H -1.651 -1.723 -2.626  0.62
H -0.323 -0.637 -2.560  -0.45
H -1.156 -1.036 -1.074  -0.92
H -4.688 0.378 -3.713  0.37
H -4.101 1.533 -4.905  0.29
H -4.652 2.127 -2.036  0.18
H -5.023 2.891 -3.513  0.55
H -3.345 2.979 -2.913  -0.01
C -0.862 -7.398 -2.250  -1.48
C -0.123 -6.822 -1.016  -0.77
N 0.036 -5.381 -1.156  0.51
C 0.687 -4.728 0.014  -1.77
C 0.712 -3.233 0.059  2.46
C 0.634 -4.913 -2.386  0.07
C 2.077 -5.421 -2.591  -1.24
H -1.698 -6.764 -2.544  0.32
H -1.335 -8.285 -1.829  0.44
H -0.237 -7.606 -3.119  0.34
H -0.676 -6.960 -0.087  0.44
H 0.850 -7.294 -0.884  0.67
H 0.125 -4.980 0.914  0.33
H 1.684 -5.139 0.175  0.40
H 0.716 -2.764 1.042  -1.27
H 1.569 -2.932 -0.544  -0.29
H -0.158 -2.893 -0.504  -0.43
H 0.561 -3.827 -2.456  -0.53
H 0.047 -5.215 -3.253  0.65
H 2.795 -4.956 -1.915  0.15
H 2.371 -5.283 -3.632  0.43
H 2.223 -6.484 -2.397  0.37
C 2.794 5.672 3.221  -0.66
C 2.958 5.391 4.718  -0.65
C 3.642 4.023 4.827  -0.91
S 2.692 2.994 3.609  1.30
O 1.655 2.318 4.354  -0.62
O 3.670 2.218 2.816  -0.87
C 1.964 4.485 2.755  -0.11
H 3.762 5.617 2.722  0.34
H 2.424 6.637 2.874  0.41
H 1.982 5.537 5.180  0.31
H 3.580 6.251 4.971  0.45
H 3.568 3.568 5.814  0.37
H 4.660 4.082 4.441  0.39
H 0.915 4.545 3.043  0.21
H 1.843 4.252 1.697  -0.27
C -3.020 1.887 0.759  0.96
C -2.740 1.531 2.251  -0.61
C -1.811 2.657 2.707  -0.24
S -2.651 4.224 2.108  0.94
O -1.598 5.046 1.526  -0.48
O -3.466 4.723 3.231  -0.72
C -3.658 3.259 0.784  -1.09
H -3.647 1.132 0.285  0.57
H -2.099 1.900 0.178  -0.93
H -2.223 0.575 2.335  -0.30
H -3.650 1.548 2.850  0.51
H -0.849 2.717 2.198  -0.33
H -1.656 2.759 3.781  0.83
H -3.713 3.907 -0.090  0.43
H -4.627 3.043 1.233  0.55
C -3.474 -5.048 0.130  -0.04
C -3.480 -5.324 1.654  -0.89
C -2.655 -4.398 2.479  -0.72
S -2.895 -2.739 1.622  0.93
O -1.666 -2.033 1.512  -0.46
O -4.169 -2.171 2.102  -0.77
C -3.340 -3.525 -0.001  -0.16
H -4.440 -5.374 -0.256  0.39
H -2.691 -5.559 -0.431  -0.36
H -3.076 -6.309 1.891  0.41
H -4.508 -5.386 2.012  0.37
H -1.590 -4.625 2.518  0.26
H -2.954 -4.236 3.514  0.58
H -2.500 -3.343 -0.672  -0.22
H -4.258 -2.999 -0.266  0.62
C -0.949 4.240 -1.774  1.55
C -1.223 5.722 -1.932  -1.06
C 0.044 6.432 -2.500  -0.90
S 1.423 5.591 -1.605  1.14
O 1.543 6.262 -0.296  -0.60
O 2.571 5.489 -2.454  -0.70
C 0.459 4.024 -1.341  0.87
H -1.206 3.771 -2.724  -0.86
H -1.727 3.774 -1.169  -0.80
H -1.534 6.190 -0.998  0.32
H -2.033 5.894 -2.641  0.51
H 0.174 7.499 -2.320  0.50
H 0.169 6.174 -3.552  0.33
H 0.726 3.632 -0.360  -0.76
H 0.854 3.279 -2.031  0.21
C 0.194 -1.428 5.121  -1.02
C 0.987 -0.389 5.961  -0.56
C 2.487 -0.499 5.689  -0.50
S 2.588 -1.422 4.049  0.83
O 2.914 -2.834 4.287  -0.68
O 3.370 -0.650 3.082  -0.45
C 0.791 -1.384 3.673  0.71
H -0.886 -1.280 5.114  0.44
H 0.333 -2.430 5.526  0.49
H 0.743 -0.703 6.975  0.51
H 0.582 0.610 5.801  0.13
H 3.125 -1.046 6.383  0.48
H 3.013 0.427 5.456  0.07
H 0.500 -2.185 2.993  -0.37
H 0.572 -0.447 3.161  -0.18
C 2.831 -1.432 -2.988  0.79
C 4.021 -1.914 -2.159  -0.08
C 5.187 -1.080 -2.668  -1.06
S 4.578 0.675 -2.574  0.85
O 5.117 1.508 -3.673  -0.61
O 4.769 1.029 -1.131  -0.54
C 2.845 0.101 -2.939  0.28
H 2.021 -2.028 -2.568  -1.17
H 2.952 -1.698 -4.038  0.50
H 4.241 -2.976 -2.262  0.54
H 3.985 -1.747 -1.083  -0.26
H 5.396 -1.301 -3.714  0.38
H 6.010 -1.122 -1.954  0.52
H 2.508 0.619 -3.837  0.61
H 2.132 0.531 -2.236  -0.60

| no. | calculated total energy (Ha) |
| --- | --- |
| 1 | -3481.90809 |
| 2 | -745.93427 |
| 3 | -5237.40163 |